The following is a quantum chemistry calculation of a molecular structure, C12H12AgClNO8S in a non-equilibrium geometry, from the Open Molecules 2025 dataset.

ORCA input file:
```
! wB97M-V def2-TZVPD RIJCOSX def2/J DEFGRID3
* xyz -2 2
Ag 1.26069 -0.26808 1.33118
O -0.36589 2.44398 1.69675
Cl 1.05333 2.51570 1.85270
O 1.43511 3.88159 2.12863
O 1.72475 2.08497 0.65273
O 1.46875 1.68546 2.96009
O 2.39351 -2.06845 2.48372
N 1.30398 -2.87575 2.59698
C 0.27301 -2.49509 3.45589
C -0.94903 -3.10047 3.39502
C -1.20093 -4.14587 2.49248
C -0.14955 -4.48507 1.59785
C 1.05302 -3.85104 1.66272
H 0.52802 -1.67828 4.11534
H -1.73252 -2.74657 4.05575
H -2.19415 -4.55495 2.36819
H -0.31164 -5.22584 0.82506
H 1.86231 -4.02382 0.96956
C -0.53667 4.20869 -3.68025
C -0.50438 2.88678 -2.95804
C -1.30448 2.64593 -1.84671
C -1.23933 1.43975 -1.16617
C -0.36459 0.45786 -1.59697
C 0.43254 0.67716 -2.71253
C 0.36392 1.88045 -3.38787
S -0.26781 -1.13116 -0.78653
O 1.16721 -1.44726 -0.74159
O -1.01088 -2.03724 -1.65248
O -0.87445 -0.96369 0.53623
H -1.20592 4.90832 -3.17912
H -0.87183 4.09075 -4.71443
H 0.46223 4.64968 -3.70525
H -1.97457 3.42559 -1.50077
H -1.83395 1.26032 -0.28138
H 1.11251 -0.10835 -3.01671
H 0.99766 2.06400 -4.25009
*
```

## Properties
HOMO level (spin up / spin down) = 0.0556 / -0.0429 Eh
E = -2126.208915 hartree
HOMO-LUMO gap (spin up / spin down) = 3.1622 / 5.8420 eV
LUMO energy (spin up / spin down) = 4.68 / 4.68 eV

The following is a quantum chemistry calculation of a molecular structure, C12H12BCl3N8O3PdS2Si in a non-equilibrium geometry, from the Open Molecules 2025 dataset.

ORCA input file:
```
! wB97M-V def2-TZVPD RIJCOSX def2/J DEFGRID3
* xyz 1 2
Pd -1.05440 0.08125 0.17705
C -1.86534 -1.51835 -3.77312
C -1.90618 -0.47417 -2.84781
N -1.56497 -0.93888 -1.65704
N -1.31038 -2.24159 -1.75255
C -1.47744 -2.61610 -3.04345
B -0.54815 -3.05616 -0.67443
N 0.87891 -2.48475 -0.71011
C 2.11837 -3.00311 -0.80781
C 3.02553 -1.97552 -0.67978
C 2.24284 -0.83268 -0.48216
N 0.95627 -1.15141 -0.50591
N -0.95710 -2.92832 0.80106
C -0.96287 -3.90873 1.73256
C -1.07527 -3.32620 2.97274
C -1.12282 -1.95311 2.71334
N -1.03785 -1.75029 1.40715
N -0.86293 -4.49246 -1.07452
C -0.29753 -5.42122 -1.86363
C -1.25612 -6.36090 -2.19675
C -2.43906 -5.95045 -1.57352
N -2.16460 -4.83758 -0.90259
H -2.09216 -1.47458 -4.82101
H -2.17395 0.55814 -2.99145
H -1.33583 -3.62564 -3.38079
H 2.28652 -4.05692 -0.93704
H 4.09674 -2.03707 -0.71253
H 2.55879 0.18583 -0.33886
H -0.90746 -4.94947 1.47092
H -1.10880 -3.81555 3.92809
H -1.21608 -1.12646 3.39706
H 0.73260 -5.36774 -2.16347
H -1.12241 -7.24049 -2.79659
H -3.41673 -6.39541 -1.54765
Cl -0.05129 3.81810 -0.82097
Si -0.25218 2.28767 0.46769
Cl -0.80224 3.00907 2.27884
Cl -2.92557 1.64664 -0.29083
O -4.23812 -2.82826 -1.96321
S -4.19472 -2.69733 -0.53266
O -5.33983 -3.08219 0.22343
O -2.94114 -4.13177 -0.08459
S -3.70268 -0.84760 0.40255
*
```

## Properties
HOMO level (spin up / spin down) = -0.4504 / -0.4415 Eh
E = -3747.197781 hartree
HOMO-LUMO gap (spin up / spin down) = 6.5333 / 6.2683 eV
LUMO energy (spin up / spin down) = -5.72 / -5.74 eV

The following is a quantum chemistry calculation of a molecular structure, C12H12Br4Cl2N5O4Ru, from the Open Molecules 2025 dataset.

ORCA input file:
```
! wB97M-V def2-TZVPD RIJCOSX def2/J DEFGRID3
* xyz 0 2
Ru 0.26820 0.70056 0.57484
C 2.10552 -2.72016 -3.24220
N 1.06828 -2.39084 -2.27034
C 0.56317 -3.54717 -1.53775
C 1.06800 -1.18326 -1.63094
N 0.84536 -1.01612 -0.37666
N 1.28670 -0.10278 -2.48362
C 1.43606 1.22873 -2.15584
N 1.79379 2.00915 -3.21649
N 1.21059 1.66527 -0.97216
H 1.68599 -3.36401 -4.01383
H 2.93183 -3.24970 -2.75724
H 2.51136 -1.83024 -3.71487
H 0.36032 -4.33593 -2.25936
H -0.36702 -3.28994 -1.03490
H 1.29684 -3.92357 -0.81520
H 0.69079 -1.88078 0.12714
H 1.08811 -0.29073 -3.45297
H 2.38791 1.62126 -3.92902
H 1.89489 2.99591 -3.05263
H 1.43816 2.63985 -0.80972
Br -0.38171 4.27356 6.43628
C -0.49763 2.92844 5.11920
C -1.15713 1.72447 5.38477
Br -1.94626 1.42559 7.07115
C -1.23225 0.73361 4.40943
Br -2.07984 -0.91996 4.68794
C -0.64670 0.93933 3.16014
O -0.63941 0.02674 2.20094
C -0.01810 2.16302 2.88907
O 0.48475 2.29763 1.65363
C 0.07365 3.14183 3.86732
Br 0.97754 4.73002 3.41053
Cl -3.46090 -1.17052 -2.84831
C -3.43138 -0.29335 -1.30207
Cl -4.76949 -0.77503 -0.25656
C -2.09452 -0.56582 -0.59389
O -1.42344 0.53583 -0.46255
O -1.77845 -1.69032 -0.27650
H -3.54358 0.75946 -1.52675
*
```

## Properties
HOMO level (spin up / spin down) = -0.2697 / -0.2745 Eh
E = -12350.606985 hartree
HOMO-LUMO gap (spin up / spin down) = 6.8885 / 6.6098 eV
LUMO energy (spin up / spin down) = -0.45 / -0.86 eV

Question: What is the formula in the third record?
Answer: C12H12Br4Cl2N5O4Ru